(1)
Molecular formula: C16H32BCrN8
Method: DFT, wB97M-V/def2-TZVPD

Values from the calculation:
- Spin multiplicity: 4
- Max |F|: 0.88 eV Å⁻¹
- Charge: +2
- E_LUMO (spin up / spin down): -0.247 / -0.227 Ha
- Total energy: -2135.8272 hartree

```
58
C16H32BCrN8, DFT wB97M-V/def2-TZVPD
Cr 0.04 -0.18 0.09
C -2.33 -2.93 0.00
C -1.21 -2.92 1.02
N -0.84 -1.53 1.46
C -2.01 -0.88 2.12
C -1.67 0.54 2.46
N -1.14 1.18 1.23
C -0.51 2.51 1.57
C 0.32 3.06 0.44
C -0.37 2.90 -0.90
N -0.32 1.48 -1.40
C -1.50 1.19 -2.28
C -2.33 0.06 -1.70
N -1.36 -0.99 -1.36
C -1.90 -2.39 -1.34
H -3.24 -2.44 0.37
H -2.62 -3.97 -0.16
H -0.32 -3.39 0.62
H -1.51 -3.47 1.91
H -0.11 -1.65 2.16
H -2.32 -1.44 3.00
H -2.84 -0.90 1.42
H -0.90 0.60 3.22
H -2.54 1.08 2.84
H -1.92 1.37 0.61
H 0.11 2.35 2.45
H -1.33 3.18 1.85
H 1.28 2.56 0.39
H 0.54 4.11 0.63
H 0.05 3.56 -1.65
H -1.43 3.16 -0.81
H 0.52 1.40 -1.97
H -1.15 0.91 -3.27
H -2.10 2.09 -2.40
H -3.05 -0.29 -2.44
H -2.91 0.36 -0.83
H -0.72 -0.99 -2.14
H -1.11 -3.04 -1.71
H -2.71 -2.45 -2.07
B 3.10 0.96 -0.62
N 2.80 0.58 0.87
C 3.67 0.64 1.87
C 3.04 0.30 3.06
C 1.74 0.04 2.68
N 1.58 0.22 1.35
N 2.46 -0.17 -1.53
C 2.97 -0.54 -2.70
C 2.30 -1.67 -3.16
C 1.37 -1.92 -2.17
N 1.45 -1.02 -1.17
H 2.63 2.03 -0.92
H 4.29 0.92 -0.75
H 4.69 0.91 1.67
H 3.47 0.24 4.04
H 0.92 -0.27 3.32
H 3.81 -0.01 -3.12
H 2.49 -2.24 -4.05
H 0.70 -2.76 -2.10
```

The Löwdin scheme yields these atomic charges, measured in e: 0.9003, -0.1529, -0.1445, -0.1054, -0.1456, -0.1530, -0.1114, -0.1508, -0.1573, -0.1534, -0.0754, -0.1400, -0.1575, -0.1115, -0.1480, 0.1143, 0.1428, 0.1374, 0.1387, 0.1122, 0.1525, 0.1115, 0.1114, 0.1505, 0.1087, 0.1231, 0.1432, 0.0666, 0.1440, 0.1439, 0.1271, 0.1114, 0.1446, 0.1331, 0.1418, 0.1185, 0.0889, 0.1067, 0.1378, -0.3458, -0.0531, -0.0235, -0.0001, -0.1246, -0.0669, -0.0661, -0.0384, -0.0020, -0.1334, -0.0592, 0.0744, 0.0924, 0.1444, 0.1204, 0.1055, 0.1474, 0.1206, 0.1032

=====

(2)
Molecular formula: C16H32Br16
Method: DFT, wB97M-V/def2-TZVPD

Values from the calculation:
- Energy above the lowest of the compared OMol25 structures with the same formula, charge and spin: 22.24 kcal per mole
- Max |F|: 1.89 eV Å⁻¹
- E_LUMO: 0.000 Ha
- Total energy: -41813.0783 hartree

```
64
C16H32Br16, DFT wB97M-V/def2-TZVPD
Br -2.07 -0.45 5.09
C -2.53 -1.93 3.86
C -1.52 -2.98 3.77
Br 0.10 -2.45 2.68
H -2.77 -1.43 2.94
H -3.50 -2.29 4.23
H -1.86 -3.92 3.35
H -1.16 -3.31 4.73
Br 3.09 0.58 -1.72
C 4.66 1.54 -2.38
C 5.81 0.54 -2.25
Br 7.34 1.47 -3.01
H 4.71 2.43 -1.78
H 4.38 1.77 -3.40
H 5.54 -0.31 -2.85
H 6.00 0.33 -1.19
Br -3.91 -2.90 -1.09
C -2.34 -3.71 -0.30
C -2.69 -5.12 0.04
Br -1.15 -6.06 0.68
H -2.02 -3.07 0.52
H -1.59 -3.57 -1.05
H -3.02 -5.65 -0.83
H -3.42 -5.21 0.83
Br 1.56 3.61 5.01
C -0.10 2.70 5.65
C -1.27 3.59 5.38
Br -1.31 5.04 6.75
H 0.06 2.44 6.69
H -0.16 1.77 5.08
H -2.23 3.09 5.53
H -1.23 4.12 4.47
Br -0.84 -0.76 -2.12
C -1.26 0.07 -0.45
C 0.04 0.43 0.19
Br -0.32 1.21 1.93
H -1.85 -0.71 0.03
H -1.88 0.92 -0.66
H 0.69 1.19 -0.19
H 0.63 -0.43 0.48
Br -5.85 -1.24 -4.99
C -5.70 0.24 -3.72
C -4.23 0.55 -3.73
Br -3.94 2.07 -2.55
H -6.06 -0.12 -2.76
H -6.23 1.08 -4.16
H -3.90 0.89 -4.70
H -3.60 -0.24 -3.35
Br 1.06 2.82 -4.16
C 0.70 1.01 -4.80
C 1.30 0.75 -6.13
Br 3.24 0.57 -6.02
H -0.39 0.93 -4.89
H 1.11 0.33 -4.05
H 1.02 1.50 -6.86
H 0.89 -0.19 -6.50
Br 4.88 2.65 1.19
C 4.55 1.42 2.71
C 3.81 0.23 2.27
Br 4.92 -0.99 1.17
H 3.98 2.00 3.46
H 5.50 1.16 3.13
H 2.91 0.42 1.71
H 3.43 -0.40 3.07
```

The Löwdin scheme yields these atomic charges, measured in e: 0.6227, -0.6651, -0.6126, 0.5851, 0.0405, 0.0710, 0.0496, 0.0562, 0.6289, -0.6902, -0.7051, 0.6276, 0.0152, 0.0056, 0.0476, -0.0016, 0.6439, -0.7187, -0.7488, 0.6688, 0.0174, 0.0158, 0.0470, 0.0502, 0.5721, -0.6696, -0.6514, 0.5656, 0.0524, -0.0191, 0.0507, 0.0303, 0.7264, -0.6816, -0.7321, 0.6281, 0.0261, 0.0162, 0.0044, 0.0077, 0.6220, -0.6811, -0.7306, 0.6381, 0.0583, 0.0531, 0.0467, -0.0054, 0.5987, -0.7486, -0.6945, 0.6301, 0.0515, -0.0243, 0.0587, 0.0645, 0.6155, -0.6347, -0.6678, 0.6040, 0.0428, 0.0496, 0.0158, 0.0605

=====

(3)
Molecular formula: C16H32BrN2O3P
Method: DFT, wB97M-V/def2-TZVPD

Values from the calculation:
- Max |F|: 2.94 eV Å⁻¹
- E_LUMO: 0.017 Ha
- Total energy: -3879.2981 hartree

```
55
C16H32BrN2O3P, DFT wB97M-V/def2-TZVPD
C -4.08 -1.12 -0.80
C -3.41 -0.41 -1.51
N -2.60 0.44 -2.34
C -1.12 0.29 -1.99
C -0.65 -1.21 -2.07
C 0.92 -1.41 -1.86
C 1.38 -2.87 -2.28
C 1.04 -3.98 -1.20
C 1.60 -3.64 0.24
C 3.15 -3.28 0.27
C -0.87 0.97 -0.55
O 0.39 1.64 -0.45
C 0.28 3.07 -0.59
C -0.41 3.82 0.62
O -0.84 -0.10 0.43
C -1.75 0.15 1.51
N -1.39 1.28 2.38
C -0.54 0.89 3.52
C 1.02 0.98 3.22
C 1.67 2.40 3.55
P -0.21 1.23 -3.40
O -1.17 2.61 -3.76
Br -0.21 0.01 -5.29
H -4.71 -1.41 0.08
H -2.90 1.39 -2.07
H -0.91 -1.68 -3.07
H -1.15 -1.88 -1.31
H 1.11 -1.19 -0.76
H 1.56 -0.69 -2.45
H 2.51 -2.84 -2.40
H 0.96 -3.19 -3.28
H 1.50 -4.96 -1.54
H -0.08 -4.19 -1.13
H 1.03 -2.77 0.70
H 1.38 -4.53 0.91
H 3.51 -3.42 1.34
H 3.26 -2.19 0.01
H 3.78 -3.95 -0.39
H -1.75 1.62 -0.27
H -0.22 3.40 -1.54
H 1.35 3.46 -0.65
H -0.08 3.46 1.64
H -1.53 3.65 0.52
H -0.25 4.93 0.51
H -2.82 0.30 1.19
H -1.75 -0.79 2.15
H -2.25 1.74 2.66
H -0.75 -0.14 3.93
H -0.76 1.64 4.35
H 1.30 0.68 2.17
H 1.52 0.21 3.90
H 1.82 3.02 2.62
H 2.69 2.22 3.99
H 1.05 2.97 4.31
H -0.60 3.40 -3.73
```

The Löwdin scheme yields these atomic charges, measured in e: 0.0750, -0.1968, -0.0048, -0.4887, -0.2047, -0.2047, -0.1997, -0.2223, -0.2648, -0.1242, -0.3068, -0.1203, -0.2477, -0.0832, -0.0937, -0.2325, -0.0488, -0.2285, -0.2215, -0.1210, 0.6259, -0.3893, 0.2796, 0.0540, 0.1162, 0.0869, 0.1193, 0.0981, 0.0907, 0.1053, 0.1105, 0.1090, 0.1082, 0.0947, 0.1027, 0.0726, 0.0686, 0.0753, 0.1484, 0.0877, 0.1327, 0.0512, 0.0717, 0.0845, 0.1197, 0.1367, 0.1119, 0.1088, 0.1173, 0.1021, 0.1012, 0.0565, 0.0684, 0.0716, 0.0411

=====

(4)
Molecular formula: C16H32CdO2P2
Method: DFT, wB97M-V/def2-TZVPD

Values from the calculation:
- Energy above the lowest of the compared OMol25 structures with the same formula, charge and spin: 107.60 kcal per mole
- Max |F|: 3.14 eV Å⁻¹
- E_LUMO: -0.044 Ha
- Total energy: -1629.4520 hartree

```
53
C16H32CdO2P2, DFT wB97M-V/def2-TZVPD
P -0.49 2.30 -0.88
P 1.73 -0.94 -1.39
C 1.12 1.83 -1.56
C 1.15 0.51 -2.36
H 1.83 1.83 -0.71
H 1.43 2.66 -2.22
H 0.18 0.25 -2.82
H 1.89 0.62 -3.18
C 3.54 -0.77 -1.44
H 4.01 -1.64 -0.95
H 3.88 0.14 -0.93
H 3.87 -0.73 -2.49
C 1.33 -2.47 -2.21
H 2.12 -2.68 -2.95
H 0.37 -2.38 -2.73
H 1.30 -3.30 -1.49
C -0.27 3.90 -0.09
H -1.09 4.05 0.63
H -0.32 4.67 -0.88
H 0.70 3.94 0.42
C -1.59 2.58 -2.28
H -1.41 1.85 -3.09
H -1.39 3.59 -2.66
H -2.64 2.53 -1.96
Cd -2.99 -3.20 0.32
C 1.47 -0.74 0.44
C 1.97 0.52 0.99
C 1.44 1.32 2.08
C -0.02 1.11 2.67
C -1.07 1.58 1.81
C -1.22 1.27 0.39
C -1.03 -0.23 -0.05
C -0.03 -1.12 0.67
C -4.05 -1.71 1.44
H 2.10 -1.59 0.81
H 3.03 0.69 0.80
H 1.53 2.39 1.81
H 2.12 1.24 2.95
H -0.15 0.07 3.02
H -0.06 1.75 3.57
H -1.87 2.17 2.26
H -2.29 1.50 0.18
H -0.81 -0.29 -1.13
H -2.03 -0.68 0.06
H -0.26 -1.22 1.73
H -0.18 -2.15 0.30
H -5.11 -1.59 1.16
H -3.56 -0.73 1.39
H -3.98 -2.10 2.47
O -0.07 -5.92 2.06
C -1.04 -5.17 2.06
O -1.47 -4.50 1.00
H -1.61 -5.02 3.00
```

The Löwdin scheme yields these atomic charges, measured in e: 0.9109, 0.9216, -0.3246, -0.3149, 0.0652, 0.0919, 0.0683, 0.0897, -0.1874, 0.0675, 0.0509, 0.0524, -0.1910, 0.0566, 0.0563, 0.0680, -0.1796, 0.0629, 0.0478, 0.0566, -0.1843, 0.0474, 0.0513, 0.0592, 1.3114, -0.4488, -0.2835, -0.2561, -0.2786, -0.2574, -0.4859, -0.2207, -0.2098, -0.2879, 0.1145, 0.0567, 0.0740, 0.0877, 0.0765, 0.1020, 0.0528, 0.1107, 0.0625, 0.0282, 0.1007, 0.0677, -0.0512, -0.0516, -0.0347, -0.0212, -0.5500, -0.3617, 0.1110